Entry 1:
Below is a molecular structure, C15H38N3NaO8, with properties calculated with ωB97M-V/def2-TZVPD.

Structure (ORCA input):
```
! wB97M-V def2-TZVPD RIJCOSX def2/J DEFGRID3
* xyz 0 1
Na -0.153 -0.248 0.294
N 0.573 1.848 1.718
O 0.847 0.965 0.916
O 0.919 3.008 1.449
O 0.035 1.632 2.822
C 0.014 -0.550 4.074
C 0.291 -0.733 2.608
C 0.287 -2.170 2.086
O -0.699 -0.026 1.926
H 0.111 0.494 4.370
H 0.611 -1.169 4.744
H -1.049 -0.727 4.238
H 1.247 -0.271 2.365
H -0.703 -2.621 2.140
H 0.923 -2.812 2.695
H 0.623 -2.343 1.064
H -0.549 0.910 2.079
C 3.259 -0.310 0.971
O 2.101 -1.086 0.548
C 2.379 -1.906 -0.601
C 1.162 -2.550 -1.243
N 0.135 -1.543 -1.527
C -1.233 -2.068 -1.849
C -2.032 -2.317 -0.616
O -2.197 -1.140 0.160
C -3.097 -1.242 1.323
H 3.571 0.236 0.080
H 4.083 -0.973 1.233
H 3.088 0.470 1.713
H 3.065 -2.714 -0.347
H 2.959 -1.384 -1.363
H 0.799 -3.361 -0.612
H 1.419 -3.060 -2.171
H 0.516 -1.123 -2.363
H -1.314 -2.962 -2.468
H -1.656 -1.197 -2.349
H -1.586 -3.107 -0.012
H -3.027 -2.699 -0.846
H -3.023 -2.121 1.963
H -4.140 -1.172 1.014
H -2.989 -0.369 1.967
C 2.021 3.696 -4.289
O 2.103 3.133 -2.994
C 1.144 2.055 -2.874
C 1.088 1.483 -1.459
N 0.152 0.368 -1.329
C -1.246 0.683 -1.441
C -1.907 1.494 -0.285
O -2.012 0.712 0.907
C -2.508 1.536 1.978
H 1.047 4.093 -4.577
H 2.406 3.020 -5.051
H 2.679 4.564 -4.335
H 1.312 1.345 -3.683
H 0.175 2.483 -3.129
H 0.841 2.213 -0.689
H 2.090 1.252 -1.097
H 0.378 -0.219 -2.119
H -1.875 -0.207 -1.457
H -1.378 1.151 -2.416
H -2.848 1.993 -0.513
H -1.297 2.379 -0.104
H -1.765 2.324 2.103
H -2.694 0.964 2.887
H -3.476 1.995 1.779
*
```

Calculated values
E_HOMO (eV): -7.5
Gap between HOMO and LUMO (eV): 7.4
Maximum force (eV/Å): 11.82
Energy above the lowest of the compared OMol25 structures with the same formula, charge and spin (eV): 14.279
LUMO level (eV): -0.087
E_tot (hartree): -1521.93806

***

Entry 2:
Below is 5 unconnected molecules or ions with the total composition C15H39BFNO3, with properties calculated with ωB97M-V/def2-TZVPD.

Structure (ORCA input):
```
! wB97M-V def2-TZVPD RIJCOSX def2/J DEFGRID3
* xyz -2 1
F 29.101 -13.951 8.928
B 28.344 -16.100 12.200
H 28.379 -15.252 11.500
H 28.583 -16.951 11.542
H 28.926 -15.926 13.120
H 27.306 -16.177 12.566
C 32.548 -15.222 4.782
C 32.709 -14.051 5.829
C 34.011 -13.327 5.513
C 33.938 -12.466 4.242
C 32.852 -11.442 4.385
C 31.473 -12.054 4.749
N 31.612 -13.033 5.882
O 30.405 -13.644 6.284
C 30.562 -10.895 5.151
C 30.817 -12.688 3.553
C 32.931 -14.735 7.199
H 32.800 -15.014 3.741
H 31.485 -15.463 4.743
H 33.062 -16.135 5.083
H 34.332 -12.726 6.366
H 34.784 -14.097 5.546
H 33.640 -13.105 3.409
H 34.934 -12.076 4.032
H 32.672 -11.004 3.401
H 33.197 -10.699 5.105
H 30.529 -10.339 4.212
H 29.570 -11.238 5.442
H 31.049 -10.195 5.830
H 30.359 -11.999 2.842
H 31.503 -13.293 2.957
H 30.122 -13.475 3.847
H 32.828 -14.042 8.034
H 33.878 -15.275 7.190
H 32.186 -15.480 7.481
H 30.149 -13.250 7.128
C 29.903 -18.170 6.657
C 29.241 -16.835 6.980
C 27.951 -16.587 6.260
O 29.070 -16.688 8.412
H 30.423 -18.146 5.699
H 29.213 -19.013 6.700
H 30.584 -18.275 7.503
H 29.875 -15.983 6.727
H 28.198 -16.497 5.199
H 27.474 -15.680 6.630
H 27.246 -17.418 6.204
H 29.136 -15.723 8.446
C 27.063 -11.126 8.953
C 27.121 -11.545 10.429
C 25.860 -11.270 11.248
O 27.160 -12.913 10.519
H 26.072 -11.328 8.546
H 27.809 -11.618 8.329
H 27.248 -10.050 8.977
H 27.960 -11.088 10.960
H 25.877 -10.184 11.125
H 26.066 -11.571 12.274
H 24.960 -11.801 10.939
H 27.911 -13.269 10.021
*
```

Calculated values
E_HOMO (eV): -0.7
Gap between HOMO and LUMO (eV): 4.8
Maximum force (eV/Å): 3.86
LUMO level (eV): 4.146
E_tot (hartree): -999.93226

***

Entry 3:
Below is 3 unconnected molecules or ions with the total composition C15H39F4N6O7P3, with properties calculated with ωB97M-V/def2-TZVPD.

Structure (ORCA input):
```
! wB97M-V def2-TZVPD RIJCOSX def2/J DEFGRID3
* xyz 0 1
O 0.108 0.649 -0.039
C -0.339 -0.392 0.188
O -0.754 -1.176 -0.845
P -2.331 -1.849 -0.694
O -3.246 -0.901 0.293
O -2.246 -3.393 -0.060
O -0.499 -0.769 1.529
C 0.374 -1.746 1.974
F 1.363 -1.114 2.612
F 0.940 -2.451 0.990
C -0.406 -2.696 2.967
F -1.707 -2.621 2.658
F -0.265 -2.204 4.201
H -2.822 -0.726 1.160
H -1.332 -3.706 -0.190
H -0.034 -3.725 2.894
C 3.442 -0.493 -3.109
N 2.555 -1.629 -2.937
C 2.547 -2.019 -1.531
P 2.285 -2.926 -4.054
O 0.904 -3.305 -3.549
N 1.736 -2.297 -5.574
C 1.824 -0.891 -5.916
C 0.477 -2.838 -6.081
N 3.948 -2.863 -4.642
C 4.195 -3.405 -5.998
C 4.842 -3.638 -3.744
H 4.506 -0.760 -3.043
H 3.248 0.249 -2.330
H 3.282 0.035 -4.043
H 3.527 -2.389 -1.198
H 1.816 -2.804 -1.341
H 2.271 -1.174 -0.896
H 1.242 -0.261 -5.231
H 1.456 -0.717 -6.930
H 2.863 -0.554 -5.940
H -0.395 -2.375 -5.605
H 0.423 -3.914 -5.925
H 0.404 -2.676 -7.161
H 3.781 -4.409 -6.118
H 5.269 -3.447 -6.193
H 3.784 -2.766 -6.773
H 4.571 -4.697 -3.720
H 4.802 -3.259 -2.721
H 5.880 -3.551 -4.065
C -3.210 3.607 1.618
N -3.203 2.518 2.578
C -4.450 1.766 2.453
P -2.510 2.527 4.167
O -2.312 1.025 4.274
N -0.821 2.907 4.075
C -0.205 3.451 2.879
C 0.092 1.948 4.693
N -2.872 4.239 4.395
C -2.046 4.967 5.384
C -4.275 4.413 4.856
H -3.884 4.428 1.898
H -3.540 3.239 0.643
H -2.224 4.023 1.440
H -5.329 2.364 2.729
H -4.445 0.878 3.087
H -4.586 1.418 1.426
H -0.290 2.771 2.023
H 0.857 3.649 3.050
H -0.627 4.426 2.626
H 0.280 1.081 4.049
H -0.300 1.592 5.644
H 1.051 2.426 4.910
H -2.009 4.449 6.346
H -2.452 5.969 5.546
H -1.030 5.120 5.033
H -4.442 3.937 5.826
H -4.982 3.982 4.145
H -4.525 5.471 4.938
*
```

Calculated values
E_HOMO (eV): -8.1
SMILES: O=C(OP(O)O)OC(F)(F)C(F)F.CN(C)P(=O)(N(C)C)N(C)C.CN(C)P(=O)(N(C)C)N(C)C
Gap between HOMO and LUMO (eV): 8.0
Maximum force (eV/Å): 7.64
LUMO level (eV): -0.155
E_tot (hartree): -2873.61866

***

Entry 4:
Below is a molecular structure, C15H40B3BrN4O16S4, with properties calculated with ωB97M-V/def2-TZVPD.

Structure (ORCA input):
```
! wB97M-V def2-TZVPD RIJCOSX def2/J DEFGRID3
* xyz 0 1
N 1.839 -3.097 -0.024
C 1.680 -2.132 1.074
N 0.559 -2.606 1.893
N 1.446 -0.836 0.428
C 2.970 -2.186 1.885
B 3.503 -0.799 2.360
O 4.887 -0.640 2.554
B 5.270 0.521 1.962
Br 6.525 0.546 0.490
O 4.693 1.690 2.431
B 3.422 1.441 2.918
N 2.782 2.444 3.787
C 3.130 3.573 3.510
O 3.220 4.652 3.097
O 2.729 0.301 2.649
H 0.978 -3.144 -0.552
H 1.999 -3.999 0.399
H 0.572 -2.166 2.806
H -0.314 -2.370 1.441
H 1.080 -0.987 -0.500
H 0.695 -0.385 0.933
H 2.854 -2.830 2.751
H 3.737 -2.623 1.266
O -2.893 -2.787 1.035
S -4.144 -3.462 1.205
O -5.360 -2.862 0.759
O -4.295 -3.872 2.736
C -4.126 -2.840 3.728
C -5.348 -1.951 3.849
C -4.027 -5.088 0.548
H -3.230 -2.257 3.511
H -3.953 -3.362 4.668
H -5.489 -1.351 2.951
H -5.238 -1.275 4.697
H -6.247 -2.552 3.986
H -3.124 -5.557 0.928
H -3.980 -4.999 -0.537
H -4.911 -5.648 0.838
O -4.493 -6.344 -5.399
S -3.603 -5.661 -4.515
O -3.871 -5.604 -3.112
O -3.369 -4.186 -5.056
C -4.531 -3.375 -5.330
C -5.148 -2.808 -4.066
C -1.962 -6.248 -4.763
H -5.258 -3.948 -5.907
H -4.179 -2.565 -5.966
H -5.588 -3.594 -3.454
H -5.933 -2.095 -4.318
H -4.393 -2.307 -3.461
H -1.746 -6.243 -5.827
H -1.918 -7.261 -4.372
H -1.274 -5.605 -4.221
O 2.536 5.525 -2.005
S 3.771 6.133 -2.388
O 4.861 5.318 -2.819
O 4.259 7.058 -1.190
C 4.221 6.459 0.120
C 5.312 5.440 0.359
C 3.501 7.406 -3.573
H 3.238 6.013 0.283
H 4.321 7.284 0.824
H 5.163 4.565 -0.273
H 5.309 5.109 1.396
H 6.292 5.854 0.120
H 2.703 8.052 -3.219
H 3.214 6.925 -4.505
H 4.425 7.962 -3.706
O -0.560 1.406 2.701
S -0.807 1.767 1.340
O -0.443 0.886 0.276
O -0.176 3.201 1.068
C 1.213 3.389 1.406
C 2.134 2.775 0.373
C -2.495 2.231 1.151
H 1.411 2.991 2.404
H 1.368 4.465 1.451
H 2.058 1.688 0.377
H 3.172 3.044 0.580
H 1.876 3.118 -0.628
H -2.754 2.938 1.934
H -3.091 1.327 1.244
H -2.628 2.670 0.166
*
```

Calculated values
E_HOMO (eV): -8.6
Gap between HOMO and LUMO (eV): 9.0
Maximum force (eV/Å): 1.55
LUMO level (eV): 0.403
E_tot (hartree): -6260.05608